16
Properties=species:S:1:pos:R:3:forces:R:3:nbo_charge:R:1 method="wB97M-V/def2-TZVPD" charge=-1 gap_ev="5.63 / 5.96"
C -0.92534 -1.74299 1.57065 0.687 0.302 -2.301 -0.4972
C 0.37530 1.58540 -2.38166 -0.809 1.365 1.707 -0.5767
C 0.08424 -1.25986 0.75539 -0.940 -1.163 1.543 -0.2970
C 1.13567 0.87786 -1.53244 0.709 -1.976 2.246 -0.0148
C 1.32098 0.90078 -0.08545 -0.492 -0.054 -1.070 0.3661
C 0.98887 -0.34781 1.39265 -1.166 2.173 0.578 0.5958
O 0.89397 2.06194 0.50154 1.126 -0.921 2.791 -0.7363
O 2.14019 -0.01441 0.64263 -0.260 1.644 -0.355 -0.5179
O 0.66231 0.35064 2.43209 1.583 -1.308 -1.563 -0.7502
Cl 1.95476 -0.60953 -2.17942 -0.297 0.706 -0.244 -0.1098
H -1.77965 -2.28769 1.10906 0.773 0.218 0.873 0.1832
H -0.82004 -1.40583 2.59657 -0.795 -0.182 -0.063 0.2188
H 0.24317 1.17206 -3.31267 -0.131 -0.618 -2.182 0.1924
H -0.34626 2.38327 -2.09229 1.036 -0.678 0.129 0.2143
H 0.32531 -1.52976 -0.26811 -0.412 -0.155 0.163 0.2206
H 0.91612 1.76724 1.54121 -0.612 0.648 -2.252 0.5086


14
Properties=species:S:1:pos:R:3:forces:R:3:nbo_charge:R:1 method="wB97M-V/def2-TZVPD" smiles="C=C1C=CCC1(F)F" charge=0 gap_ev=9.47
C 1.36903 1.68512 -0.00018 -1.002 -1.910 -0.454 -0.3401
C 0.23668 0.92772 -0.10019 2.914 0.913 0.329 -0.1064
C -1.14590 1.28836 -0.07624 -1.890 1.257 0.359 -0.2296
C -1.90583 0.18326 0.01188 -2.404 1.812 1.225 -0.1441
C -1.14755 -1.07280 -0.00900 0.019 -0.626 1.455 -0.5193
C 0.28103 -0.58644 -0.01945 0.412 1.070 1.362 0.6757
F 0.97243 -0.90422 1.14251 -0.221 -0.450 -0.465 -0.3502
F 0.96432 -1.08031 -1.05225 0.749 -0.779 -0.664 -0.3268
H 1.30484 2.72121 -0.10366 -0.339 1.622 0.039 0.1914
H 2.41178 1.34464 0.09548 -0.863 -0.447 -0.045 0.2155
H -1.60561 2.32490 0.05049 1.050 -1.509 -0.352 0.2308
H -2.99268 0.30441 0.36519 1.639 -0.610 -1.067 0.2214
H -1.25368 -1.63380 -0.88864 -0.533 -0.831 -1.386 0.2401
H -1.42014 -1.75187 0.82782 0.469 0.488 -0.335 0.2414


18
Properties=species:S:1:pos:R:3:forces:R:3:nbo_charge:R:1 method="wB97M-V/def2-TZVPD" charge=0 gap_ev="7.97 / 7.97"
C 0.00166 2.69539 -0.81367 0.031 -1.057 0.084 -0.1596
C -0.21495 1.77012 -0.08069 0.575 0.415 0.304 -0.0616
C 0.50434 -0.53813 0.54329 2.259 -1.262 0.114 0.7329
C 2.12997 -1.44115 -0.99381 -0.558 -1.546 -0.016 -0.2857
C -0.28261 0.65621 0.79249 -3.933 0.071 -0.550 0.0545
C -2.01089 -0.34135 -0.48120 0.672 2.295 1.940 0.8948
N -0.81309 0.74276 2.05990 1.015 -0.438 -0.713 -0.7510
O 0.67655 -1.41793 1.38882 -0.384 1.313 -1.607 -0.6025
O 1.15147 -0.43865 -0.65884 -1.425 -0.981 2.037 -0.5072
F -2.99612 -0.56260 0.44757 1.028 0.068 -1.333 -0.3405
F -2.47683 0.58330 -1.39526 0.489 -1.780 0.916 -0.3422
F -1.62465 -1.47441 -1.03197 -0.629 0.029 -0.490 -0.3205
H 0.33896 3.17217 -1.68270 -0.038 0.966 -0.416 0.2377
H 2.05465 -2.55375 -0.60807 -0.851 2.323 -0.470 0.2098
H 3.03640 -1.08304 -0.48245 0.266 -0.092 -1.285 0.2022
H 1.91046 -1.42930 -2.09805 1.726 -0.266 0.949 0.2198
H -0.33780 0.04033 2.60284 -0.362 -0.109 0.799 0.4120
H -1.04752 1.62002 2.49180 0.120 0.051 -0.262 0.4070


20
Properties=species:S:1:pos:R:3:forces:R:3:nbo_charge:R:1 method="wB97M-V/def2-TZVPD" charge=0 gap_ev="5.79 / 5.79"
C -2.26975 0.55987 0.75634 -0.466 -1.313 1.265 0.6567
C 1.35912 0.09601 -0.26139 1.563 1.518 -1.685 0.7210
C -2.96348 1.86174 0.60398 0.558 -0.026 -0.449 -0.6274
C 0.03965 -0.34575 0.22514 -1.800 1.865 1.511 0.0786
C 3.58073 -0.48725 -0.91228 -1.100 -2.365 -1.840 -0.2675
C -0.33722 -1.81441 0.32107 -0.216 -1.793 -1.689 0.9543
N -0.83698 0.65977 0.49249 1.812 -1.558 -1.719 -0.4475
O -2.76627 -0.50932 1.03927 0.651 1.245 -0.375 -0.5314
O 1.54115 1.27063 -0.59327 -0.362 -1.589 0.982 -0.5725
O 2.26642 -0.87292 -0.46622 -1.222 0.396 1.604 -0.4796
F -0.61969 -2.31110 1.50859 0.412 0.614 0.816 -0.2868
F -1.35959 -2.09973 -0.46614 -1.515 0.673 -0.586 -0.2998
F 0.60510 -2.61375 -0.23909 0.738 0.410 0.873 -0.3140
S -2.28358 2.20161 -1.08431 -0.407 -0.257 0.849 -0.1918
H -3.99202 1.60446 0.73960 -0.851 -0.030 -0.637 0.2516
H -2.79090 2.63078 1.34583 0.669 0.141 0.092 0.2353
H 3.34099 -0.24805 -1.96832 1.107 0.728 0.526 0.2066
H 4.09706 -1.51568 -0.96539 -0.262 1.986 0.557 0.2147
H 3.96443 0.29144 -0.27403 0.504 0.105 -0.176 0.2127
H -0.57520 1.64163 0.19812 0.187 -0.750 0.082 0.4867


23
Properties=species:S:1:pos:R:3:forces:R:3:nbo_charge:R:1 method="wB97M-V/def2-TZVPD" charge=+1 gap_ev=8.90
N -0.69453 -0.29057 1.67246 -0.170 0.018 0.095 -0.8379
C -1.29840 -0.37286 0.40126 -0.349 -0.355 -0.100 0.2155
S -2.97229 -1.29653 0.34707 0.691 0.313 0.004 -0.0234
N -1.52342 0.97346 -0.15285 0.019 0.181 -0.238 -0.5102
C -1.48251 1.04811 -1.44862 -0.113 0.191 0.087 0.0189
S -0.93975 -0.31787 -2.24992 0.006 -0.175 -0.091 0.5446
C -0.40871 -1.07889 -0.66788 -0.438 -0.042 0.019 -0.4456
C 1.15498 -1.14730 -0.57563 -0.132 0.150 0.108 0.6384
F 1.61845 -1.15008 -1.84437 -0.023 -0.141 -0.080 -0.3054
F 1.42378 -2.35233 -0.03868 0.054 -0.094 0.158 -0.2994
C 2.07142 -0.14313 0.21727 -0.118 0.106 -0.354 0.5648
F 3.32143 -0.45540 -0.14690 0.077 -0.046 -0.054 -0.2790
F 1.94660 -0.34936 1.51949 0.249 -0.020 0.443 -0.2806
C 1.87202 1.37623 -0.09364 -0.177 -0.261 -0.301 0.9223
F 1.00922 1.93898 0.74972 -0.138 0.054 0.238 -0.3123
F 1.35108 1.50787 -1.33395 0.114 0.057 0.026 -0.3306
F 3.00634 2.02236 -0.03818 0.250 0.136 0.045 -0.2663
H -1.04369 0.45868 2.25958 -0.017 -0.167 -0.003 0.3937
H -0.72853 -1.17546 2.16748 0.053 0.136 0.005 0.4114
H -3.38809 -0.76453 1.50414 -0.021 0.037 -0.001 0.1460
H -1.77968 1.76523 0.42818 -0.082 -0.131 -0.048 0.4535
H -1.79759 1.93395 -1.99891 0.075 -0.111 0.225 0.2816
H -0.71812 -2.13056 -0.67715 0.193 0.163 -0.184 0.3004


16
Properties=species:S:1:pos:R:3:forces:R:3:nbo_charge:R:1 method="wB97M-V/def2-TZVPD" smiles="O=[N+]([O-])[C@@]1(F)C=CC=CC1" charge=0 gap_ev=9.08
O 0.33229 2.23116 1.94542 0.330 -0.158 0.798 -0.3578
N 0.68785 1.10467 1.68514 0.642 0.526 -1.733 0.5093
O 1.80558 0.64022 1.77271 -0.012 0.479 0.751 -0.3719
C -0.33551 0.29168 0.87565 0.397 1.890 -1.329 0.4270
F -1.41843 0.39433 1.66182 -1.245 -0.427 0.300 -0.3243
C -0.60667 1.19777 -0.46280 0.412 -1.142 2.628 -0.1993
C -0.46210 0.66966 -1.67495 0.305 -0.190 3.527 -0.1965
C -0.09988 -0.68621 -1.80289 2.276 -2.796 -0.865 -0.2635
C 0.14148 -1.49184 -0.75114 -1.249 0.848 0.353 -0.1045
C 0.16120 -1.10531 0.70694 -0.496 0.649 -2.526 -0.5413
H -0.88931 2.20832 -0.15197 0.064 -0.383 -0.535 0.2407
H -0.61626 1.23525 -2.48527 -0.611 2.052 -3.004 0.2150
H 0.29222 -1.10610 -2.78574 -1.391 0.605 1.043 0.2263
H 0.16308 -2.52514 -0.90054 0.837 -1.500 -0.514 0.2041
H -0.31241 -1.77246 1.35279 -1.636 -1.114 0.820 0.2517
H 1.15687 -1.28601 1.01483 1.377 0.663 0.287 0.2852


15
Properties=species:S:1:pos:R:3:forces:R:3:nbo_charge:R:1 method="wB97M-V/def2-TZVPD" smiles="O=Pc1ccccc1.I" charge=0 gap_ev=8.68
O 0.05098 0.37330 3.13196 -0.818 -1.457 1.193 -0.9906
P 0.74919 1.28134 2.24252 0.713 1.483 -1.288 1.3405
C 0.52038 0.67607 0.54083 0.411 -0.004 -0.963 -0.5009
C 0.47648 -0.68324 0.24560 -0.785 -0.536 -0.399 -0.1728
C 0.29250 -1.03063 -1.12723 0.869 0.822 1.663 -0.2079
C 0.19852 -0.05055 -2.11821 -0.398 -0.944 0.894 -0.1844
C 0.29753 1.29673 -1.85002 0.312 -0.263 1.644 -0.2068
C 0.51800 1.63094 -0.49882 -0.305 -0.296 0.412 -0.1746
H 0.48560 -1.35919 1.15123 0.097 0.293 -1.543 0.2344
H 0.35549 -2.02803 -1.49049 -0.320 -0.849 0.186 0.2162
H -0.05811 -0.46869 -3.06539 0.176 0.317 -0.889 0.2164
H 0.22213 1.98930 -2.65564 -0.012 0.668 -0.175 0.2239
H 0.62491 2.61912 -0.08222 0.042 0.711 -0.757 0.2092
I -2.99717 -2.44880 3.24050 1.014 0.507 -0.753 -0.1166
H -1.73643 -1.79767 2.33539 -0.997 -0.454 0.775 0.1139


14
Properties=species:S:1:pos:R:3:forces:R:3:nbo_charge:R:1 method="wB97M-V/def2-TZVPD" charge=+1 gap_ev=10.58
O 2.05201 1.47823 -0.08027 -0.785 -0.888 -1.033 -0.6162
C -1.41875 -0.81168 0.15580 -1.783 -0.060 -0.088 -0.3159
C -0.88566 -0.18521 1.28355 -1.160 0.853 1.047 -0.2506
C -0.77839 -0.66920 -1.07401 -0.949 0.284 -1.232 -0.2443
C 0.27588 0.57726 1.18812 -0.035 0.890 0.941 -0.3178
C 0.38552 0.09274 -1.17844 0.065 0.373 -1.066 -0.3399
C 0.91178 0.71571 -0.04602 1.194 1.790 -0.224 0.2647
H 2.39159 1.48873 -1.00802 -0.179 0.162 1.005 0.5009
H -2.33475 -1.41176 0.23619 0.528 0.311 -0.036 0.2767
H -1.38151 -0.29040 2.25755 0.272 0.033 -0.517 0.2767
H -1.18608 -1.15615 -1.96970 0.229 0.232 0.488 0.2762
H 0.70696 1.07588 2.06627 -0.197 -0.297 -0.450 0.2859
H 0.88875 0.20398 -2.14798 -0.231 -0.115 0.457 0.2665
Li 0.37266 -1.10813 0.31696 3.031 -3.569 0.708 0.9371


13
Properties=species:S:1:pos:R:3:forces:R:3:nbo_charge:R:1 method="wB97M-V/def2-TZVPD" smiles=C#C[C@H]1C[C@@H]1[N+]#C charge=+1 gap_ev=9.09
C 2.77236 0.33696 -1.24266 -1.822 0.193 1.202 -0.1063
C 1.76216 0.42530 -0.58127 0.481 -0.113 -0.408 -0.0888
C 0.52205 0.53434 0.19370 0.917 -0.206 -0.658 -0.2257
C -0.73319 0.95226 -0.48426 -0.083 0.193 -0.045 -0.3466
C -0.56558 -0.51409 -0.13624 1.388 0.914 -2.026 -0.1442
N -1.28454 -1.03114 0.86342 -2.004 -1.282 3.343 -0.1418
C -1.86627 -1.43676 1.76725 1.107 0.712 -1.885 0.4227
H 3.65547 0.28736 -1.80959 0.523 -0.058 -0.332 0.2535
H 0.67148 0.78625 1.23557 -0.235 -0.025 0.064 0.2676
H -1.45651 1.52315 0.07865 -0.026 -0.053 0.142 0.2498
H -0.69867 1.19547 -1.53782 0.060 -0.128 0.031 0.2691
H -0.36307 -1.22630 -0.92845 0.021 0.076 0.077 0.2905
H -2.41568 -1.83279 2.58171 -0.327 -0.222 0.497 0.3002


14
Properties=species:S:1:pos:R:3:forces:R:3:nbo_charge:R:1 method="wB97M-V/def2-TZVPD" smiles="[H]/N=C(/C)[C@@H]1C=C1C#N" charge=0 gap_ev=7.91
H -0.82238 1.43308 -1.26159 -0.176 -0.164 0.453 0.3330
N -1.42226 0.66585 -0.91697 -0.053 -0.356 -1.007 -0.6402
C -0.91546 -0.01694 -0.00169 1.637 2.518 2.187 0.3026
C -1.55581 -1.20628 0.62188 0.046 0.059 0.121 -0.6949
C 0.63176 0.69347 0.76213 -4.740 -3.057 -0.535 -0.2530
C 1.27369 1.69996 -0.06602 0.185 -2.760 -1.421 -0.1523
C 1.53177 0.37250 -0.28291 1.306 3.991 0.498 -0.0469
C 2.10072 -0.67250 -0.99276 0.920 -0.787 -0.504 0.2298
N 2.66606 -1.55148 -1.48396 -0.433 0.377 0.107 -0.2301
H -1.65627 -1.04625 1.70032 0.011 -0.058 -0.109 0.2273
H -2.54066 -1.38748 0.18530 0.151 0.011 0.007 0.2383
H -0.91973 -2.07973 0.47605 -0.018 -0.090 0.033 0.2333
H 0.61707 0.47573 1.82143 0.649 0.156 0.133 0.2129
H 1.01148 2.62007 -0.56120 0.516 0.160 0.038 0.2403